The following is a DFT calculation (ωB97M-V/def2-TZVPD) of a 4-piece molecular cluster, C18H46FNO17P3S2 overall.

Summary:
Lowest unoccupied orbital energy   -0.04 eV
Total charge   -1
HOMO energy   -7.110 eV
Spin multiplicity   1
Kohn-Sham gap   7.07 eV

Geometry as XYZ:
```
88
Properties=species:S:1:pos:R:3:forces:R:3
O 0.96691 1.83895 0.55801 -0.309 2.630 -4.838
S 1.07938 2.24714 -0.94493 3.840 -4.930 2.279
O 2.35594 1.48764 -1.48042 -4.784 3.159 0.805
O 1.45674 3.93180 -1.15214 -2.041 -1.781 -1.139
N -0.25181 1.71292 -1.93921 -0.845 1.868 2.018
S -1.79048 2.32254 -1.38648 -1.367 5.775 0.659
O -2.46241 3.32366 -2.39910 2.415 -4.666 2.800
O -1.76670 3.03559 -0.01438 0.021 -3.525 -4.092
F -2.87072 0.95140 -1.33126 2.343 2.230 -0.109
H 0.99904 4.24938 -2.00774 0.800 -0.932 1.777
O 1.32453 -4.73389 2.00458 1.396 3.885 2.000
P 2.25135 -3.85882 1.12548 -0.861 -6.668 -6.762
O 1.27828 -3.92954 -0.22161 -0.260 0.665 0.658
C -0.03958 -3.42341 -0.15396 -0.591 0.143 -0.365
C -0.06511 -1.93564 -0.43856 0.039 0.098 0.019
O 3.27783 -5.09753 0.69584 0.671 1.047 0.869
C 3.43366 -6.22275 1.54757 -0.285 -0.273 0.127
C 2.47701 -7.33555 1.14632 -0.104 -0.169 -0.186
O 3.28686 -2.88113 0.14328 -0.280 0.447 3.941
C 3.29424 -1.47716 0.32198 0.165 1.051 -0.477
C 3.10849 -1.02580 1.75625 0.288 -0.073 0.006
H -0.50602 -3.63838 0.81199 0.086 -0.108 -0.002
H -0.62128 -3.94480 -0.92129 0.129 -0.091 0.042
H 0.38909 -1.38097 0.38670 -0.054 0.114 -0.009
H -1.08952 -1.57797 -0.55928 0.032 0.043 0.003
H 0.50050 -1.70272 -1.34603 -0.155 -0.034 0.082
H 3.30430 -5.93743 2.59754 -0.130 -0.101 -0.194
H 4.46222 -6.57960 1.44433 0.017 0.163 -0.139
H 1.45216 -6.97803 1.01424 0.179 0.115 0.221
H 2.47274 -8.13178 1.89624 0.031 0.023 -0.052
H 2.77754 -7.76489 0.18523 0.057 0.019 0.116
H 2.54288 -1.03096 -0.33126 -0.052 0.102 0.099
H 4.26574 -1.11878 -0.03655 -0.084 -0.138 0.006
H 2.14770 -1.35654 2.16134 -0.236 0.019 -0.044
H 3.14246 0.06508 1.81813 -0.120 -0.115 -0.017
H 3.89331 -1.43828 2.39766 0.030 0.020 -0.054
O 4.21148 4.68517 5.54022 -3.344 2.825 1.538
P 3.78494 5.76777 4.51867 6.767 -4.047 -5.991
O 3.63378 4.70950 3.24443 -0.743 0.295 0.755
C 2.70365 3.64874 3.32896 -0.358 -0.692 -0.398
C 1.32709 4.09676 2.88237 -0.144 0.020 0.013
O 5.33198 6.27738 4.17283 -0.989 1.110 0.705
C 6.36523 6.12418 5.13449 0.224 -0.358 0.214
C 7.11379 4.81823 4.91380 0.130 -0.162 -0.168
O 3.30836 6.97734 3.37731 -1.156 0.497 3.692
C 1.98176 7.47011 3.39789 -0.539 0.446 -0.554
C 1.37292 7.57661 4.78113 0.149 0.165 0.049
H 2.66249 3.22666 4.33743 0.128 0.061 0.004
H 3.05839 2.85925 2.65823 0.026 0.155 0.036
H 0.89264 4.78303 3.61401 -0.061 0.054 0.126
H 0.65237 3.24457 2.78011 0.061 0.081 -0.103
H 1.38034 4.62316 1.92438 -0.004 -0.243 0.054
H 5.96400 6.19326 6.15174 0.064 -0.169 -0.175
H 7.05978 6.96027 5.01420 -0.143 0.057 -0.159
H 6.44005 3.96456 4.80032 -0.058 0.220 0.192
H 7.79314 4.61571 5.74678 -0.016 0.036 -0.059
H 7.70071 4.86957 3.99119 -0.019 0.066 0.118
H 1.36324 6.85549 2.74212 -0.073 -0.117 0.074
H 2.00938 8.46887 2.94787 0.121 -0.090 0.034
H 1.31911 6.60136 5.27366 -0.083 -0.159 -0.040
H 0.35841 7.97901 4.71917 0.082 -0.079 0.058
H 1.97235 8.23283 5.41953 -0.046 0.018 -0.078
O -5.41021 -4.73765 -4.22948 -4.180 1.551 1.296
P -5.47053 -3.20709 -4.00301 9.608 0.036 -2.233
O -4.79042 -2.81910 -5.47046 -1.099 -0.121 -0.359
C -5.43761 -3.21572 -6.66266 0.225 -0.020 -0.492
C -6.47698 -2.19614 -7.08129 -0.152 0.138 -0.016
O -4.07031 -3.12453 -3.10566 -1.658 0.465 0.534
C -3.62790 -4.25435 -2.36835 0.237 -0.524 0.007
C -2.64744 -5.07942 -3.18841 0.227 0.011 -0.136
O -5.53793 -1.49702 -3.74999 -2.962 -2.204 1.355
C -6.77009 -0.81814 -3.90497 -0.212 0.854 0.014
C -7.98328 -1.60980 -3.46135 0.071 0.024 0.215
H -5.88863 -4.20782 -6.56693 0.084 -0.002 0.079
H -4.66682 -3.28027 -7.43774 0.015 -0.010 0.157
H -7.32717 -2.21312 -6.39434 -0.073 0.005 -0.034
H -6.85203 -2.40901 -8.08427 -0.013 -0.010 0.013
H -6.05882 -1.18490 -7.06688 0.016 -0.163 -0.060
H -4.47868 -4.85622 -2.02998 0.170 0.027 -0.175
H -3.12464 -3.88953 -1.46859 -0.072 0.203 -0.111
H -3.01593 -5.28501 -4.19714 -0.186 -0.011 0.214
H -2.43613 -6.03259 -2.69527 0.015 0.089 -0.002
H -1.70548 -4.53552 -3.31170 -0.082 -0.049 0.109
H -6.86991 -0.49335 -4.94175 -0.085 -0.069 -0.108
H -6.70549 0.09422 -3.30146 0.127 -0.134 -0.031
H -8.09517 -2.53241 -4.03831 -0.026 -0.073 -0.172
H -8.89229 -1.01728 -3.59408 0.051 -0.106 0.014
H -7.89874 -1.89142 -2.40728 -0.002 0.091 -0.064
```
Positions in Å, forces in eV/Å.

---

The following is a DFT calculation (ωB97M-V/def2-TZVPD) of a 3-piece molecular cluster, C6H13N overall.

Summary:
Lowest unoccupied orbital energy   0.15 eV
Energy relative to the best compared isomer or geometry (same formula, charge and spin)   4.123 eV
HOMO energy   -7.884 eV
Spin multiplicity   1
Kohn-Sham gap   8.03 eV

Geometry as XYZ:
```
20
Properties=species:S:1:pos:R:3:forces:R:3
C 0.11153 -0.57869 -1.00530 2.761 0.989 1.355
C -1.39018 -0.64454 -1.13273 -0.025 0.280 0.452
C 0.79603 -1.85860 -1.42049 -0.173 -0.279 -0.394
H 0.48772 0.27570 -1.56760 0.017 0.024 -0.374
H 0.93601 -0.09172 0.19392 -2.972 -1.915 -2.744
H 0.40624 -2.23059 -2.37492 -0.123 0.077 -0.081
H -1.82793 0.33724 -0.95802 -0.179 -0.227 0.416
H -1.78691 -1.42919 -0.48460 -0.322 0.235 0.108
H -1.71417 -0.88193 -2.15164 0.435 -0.266 -0.109
H 0.59348 -2.65985 -0.70514 0.237 0.028 0.082
H 1.86655 -1.73761 -1.58188 0.069 -0.034 0.332
C -0.67917 0.76929 1.59300 -0.731 0.878 -0.790
C 0.80482 0.71338 1.54253 0.933 3.433 1.946
C 1.50349 1.86638 1.19890 -1.101 -1.835 0.624
N -1.30710 1.72337 1.01996 0.337 -0.725 0.385
H -2.31786 1.64128 1.11687 0.066 -0.101 0.172
H -1.17315 -0.02973 2.16048 0.034 0.070 -0.161
H 1.17354 0.19856 2.43741 0.528 -0.747 -0.940
H 0.96896 2.64155 0.67145 0.181 0.090 -0.227
H 2.54811 1.97569 1.44781 0.028 0.023 -0.053
```
Positions in Å, forces in eV/Å.

---

The following is a DFT calculation (ωB97M-V/def2-TZVPD) of a 2-piece molecular cluster, C4H12OS2 overall.

Summary:
Lowest unoccupied orbital energy   0.66 eV
Energy relative to the best compared isomer or geometry (same formula, charge and spin)   0.143 eV
SMILES   CCSSCC.O
HOMO energy   -8.736 eV
Spin multiplicity   1
Kohn-Sham gap   9.39 eV

Geometry as XYZ:
```
19
Properties=species:S:1:pos:R:3:forces:R:3
C -1.29490 -0.33356 2.28165 0.196 -0.173 -0.061
C -0.10445 -1.12080 1.72659 0.008 0.616 0.886
S -0.37849 -1.89883 0.12946 0.146 -0.049 -0.214
S -0.15300 -0.28082 -1.11450 -0.308 -0.119 0.027
C -1.89936 0.19444 -1.49662 0.602 -0.203 0.548
C -1.98949 1.69005 -1.71235 0.109 -0.146 -0.358
H -1.01042 0.26989 3.15146 -0.022 -0.310 -0.003
H -1.67540 0.36583 1.55111 -0.097 0.196 -0.330
H -2.10088 -1.02474 2.53927 0.024 0.156 0.100
H 0.78294 -0.49969 1.64793 0.008 0.255 -0.231
H 0.19087 -1.85987 2.46997 -0.131 -0.518 -0.235
H -2.48260 -0.12914 -0.63523 -0.065 -0.015 -0.139
H -2.17178 -0.37861 -2.37227 -0.323 -0.019 -0.142
H -3.03047 1.98533 -1.82015 -0.094 0.136 0.189
H -1.49695 2.22677 -0.90087 -0.219 0.076 0.001
H -1.50333 1.95995 -2.64741 0.169 0.120 -0.037
H 5.88175 2.16492 0.32526 -0.007 0.081 -0.074
H 6.05237 3.69818 0.26221 -0.016 -0.400 0.182
O 6.06954 2.93876 0.86432 0.020 0.317 -0.108
```
Positions in Å, forces in eV/Å.

---

The following is a DFT calculation (ωB97M-V/def2-TZVPD) of C26H35N3V as an isolated structure.

Summary:
Lowest unoccupied orbital energy (spin up / spin down)   0.42 / 0.40 eV
HOMO energy (spin up / spin down)   -6.131 / -5.583 eV
Spin multiplicity   2
Kohn-Sham gap (spin up / spin down)   6.55 / 5.98 eV

Geometry as XYZ:
```
65
Properties=species:S:1:pos:R:3:forces:R:3
V -0.24740 0.12420 0.27880 -2.882 -0.216 1.306
C 0.26900 -1.16740 2.04830 0.088 -0.022 1.008
C 1.34400 -0.31020 1.72110 0.120 -0.409 0.311
C 0.90150 1.03410 1.87980 0.635 0.332 -0.179
C -0.43560 0.99510 2.37430 -0.240 0.240 -0.189
C -0.83380 -0.35510 2.44190 0.327 -0.671 0.283
C -2.09880 -0.84700 3.08120 0.114 0.003 -0.147
C -1.17740 2.12770 3.02460 -0.013 -0.137 -0.079
C 1.80060 2.23050 1.77850 0.042 -0.161 -0.012
C 2.74720 -0.73340 1.42170 -0.214 -0.055 -0.068
C 0.41290 -2.63450 2.31740 -0.032 0.117 -0.072
H -1.94310 -1.00160 4.15490 -0.060 0.012 -0.057
H -2.42970 -1.79420 2.65730 -0.028 -0.066 -0.011
H -2.90680 -0.12690 2.96190 -0.089 0.018 0.028
H -1.13090 2.01570 4.11310 -0.043 0.042 -0.047
H -2.22950 2.14920 2.73800 -0.041 0.085 0.043
H -0.73590 3.09260 2.78310 -0.036 0.035 0.002
H 1.23760 3.16270 1.81710 0.034 0.046 -0.029
H 2.35560 2.21430 0.83790 0.028 0.121 0.049
H 2.52330 2.23620 2.59910 0.029 0.118 0.012
H 3.29290 -0.93970 2.34450 0.056 0.014 0.062
H 3.27700 0.05140 0.88610 0.102 0.012 -0.098
H 2.76290 -1.63680 0.81350 0.099 -0.012 -0.002
H 0.80120 -2.76550 3.33220 0.062 -0.064 -0.035
H 1.11190 -3.09950 1.62450 0.002 -0.124 -0.056
H -0.53320 -3.17130 2.28010 -0.041 -0.042 -0.036
C -1.66000 1.61460 -2.06590 -0.246 -0.196 -0.479
N -0.83110 1.89010 -0.89160 0.214 0.448 -0.044
C -1.48250 2.93810 -0.12210 -0.134 0.312 0.148
C 0.48420 2.25950 -1.37710 0.526 0.087 -0.498
C 0.87170 3.55460 -1.64280 -0.069 -0.063 0.058
C 2.07970 3.80230 -2.28870 0.157 0.031 -0.123
C 2.82950 2.73570 -2.75430 -0.023 0.411 -0.018
C 2.45010 1.43010 -2.50790 -0.293 -0.408 0.226
C 1.31200 1.15390 -1.73180 0.366 0.913 -0.550
N 0.82760 -0.02760 -1.29840 0.906 0.176 -1.019
C 1.25180 -1.29600 -1.53590 0.285 -0.847 -0.391
C 2.55860 -1.73780 -1.79750 -0.118 0.232 0.011
C 2.83720 -3.08140 -1.96540 0.041 -0.098 -0.090
C 1.83320 -4.02690 -1.87890 -0.019 -0.113 -0.006
C 0.53330 -3.61710 -1.60560 0.019 -0.127 0.055
C 0.23480 -2.28230 -1.42670 0.445 0.192 -0.061
N -1.11640 -1.78960 -1.23360 0.041 -0.130 0.187
C -1.95190 -2.65340 -0.40750 -0.093 -0.263 0.086
C -1.75150 -1.67870 -2.54620 -0.128 0.169 -0.363
H -1.86290 2.54020 -2.62810 0.058 -0.127 0.161
H -2.61210 1.17300 -1.76260 0.005 -0.005 0.017
H -1.13090 0.92780 -2.72330 -0.107 0.018 0.094
H -1.78110 3.78660 -0.75370 0.046 -0.072 0.028
H -0.80420 3.29570 0.64550 -0.063 -0.009 0.082
H -2.38240 2.52780 0.33780 0.048 0.051 0.052
H 0.24320 4.39320 -1.37570 -0.055 -0.014 0.075
H 2.39520 4.82090 -2.46450 0.030 0.017 -0.026
H 3.72550 2.92250 -3.32760 0.112 0.024 -0.037
H 3.02290 0.61790 -2.92590 0.106 -0.028 0.058
H 3.37550 -1.03350 -1.81770 -0.028 0.096 -0.009
H 3.85440 -3.39250 -2.16780 0.014 0.009 0.019
H 2.05760 -5.07250 -2.03760 -0.045 -0.045 0.065
H -0.24670 -4.35940 -1.53690 -0.142 -0.094 0.002
H -2.23400 -3.58290 -0.92540 0.029 0.066 0.038
H -2.87430 -2.12850 -0.15250 0.023 0.025 0.003
H -1.42540 -2.91180 0.50410 -0.018 0.033 0.051
H -1.91590 -2.67150 -2.99460 0.092 0.074 0.108
H -1.12400 -1.10570 -3.22740 0.003 0.001 0.073
H -2.72200 -1.18850 -2.45720 -0.001 0.035 0.030
```
Positions in Å, forces in eV/Å.